1.
ORCA calculation (ωB97M-V/def2-TZVPD) on C15H35Li3N12O12 as an isolated structure at a distorted geometry.

Output
max |F| = 10.1 eV Å⁻¹
highest occupied orbital energy = -5.109 eV
multiplicity = 1
charge = 0

Geometry (Å):
O (-0.388, 2.180, 1.133)
O (-1.231, 0.229, -8.414)
O (-5.053, 4.133, -5.471)
O (0.872, -6.625, -5.071)
O (2.839, -0.397, 5.794)
O (0.945, 1.023, 7.117)
O (-7.596, -1.892, -1.514)
O (5.125, 4.568, 2.534)
O (-4.289, -0.890, 5.081)
O (5.043, -0.876, -5.822)
O (-0.256, -2.568, 9.600)
O (1.793, -4.148, 8.180)
N (0.110, -5.760, -3.216)
N (-4.517, -3.110, 5.001)
N (6.329, 6.345, 1.890)
N (0.800, -7.845, -3.301)
N (0.872, -0.228, -7.978)
N (4.871, 0.010, -3.861)
N (5.657, 4.809, 0.465)
N (0.046, 1.420, -7.064)
N (-4.328, 5.528, -3.920)
N (-5.757, 4.055, -3.348)
N (4.513, -2.116, -4.087)
N (-5.128, -2.135, 6.786)
C (2.457, -2.357, 7.010)
C (0.286, -0.782, 8.433)
C (-1.504, 0.659, -0.512)
C (1.609, -2.903, 7.960)
C (5.681, 5.201, 1.686)
C (4.901, -0.996, -4.667)
C (1.137, -0.133, 7.443)
C (-4.669, -1.958, 5.576)
C (0.569, -6.760, -3.930)
C (-0.365, 0.977, 0.445)
C (0.510, -2.111, 8.653)
C (-5.080, 4.598, -4.384)
C (0.949, 0.755, -0.225)
C (2.148, -1.015, 6.604)
C (-0.149, 0.474, -7.910)
Li (-3.435, 3.006, 3.556)
Li (-1.266, 6.099, 1.376)
Li (2.198, 2.710, 3.808)
H (4.657, -2.862, -4.751)
H (-4.251, 5.680, -2.925)
H (0.860, -1.137, -8.420)
H (-5.837, 4.581, -2.490)
H (-8.522, -2.120, -1.594)
H (0.861, 1.548, -6.482)
H (-0.423, 0.250, 1.255)
H (-1.303, -0.287, -1.015)
H (4.997, 0.903, -4.316)
H (-5.359, -3.029, 7.195)
H (0.428, -8.014, -2.378)
H (-3.670, 5.930, -4.573)
H (1.345, -8.490, -3.854)
H (4.582, -0.078, -2.897)
H (-1.713, 1.470, -1.209)
H (-4.908, -3.946, 5.411)
H (-6.506, 3.523, -3.769)
H (0.151, -4.851, -3.655)
H (0.032, -6.082, -2.262)
H (0.918, 1.368, -1.126)
H (1.742, -0.079, -7.487)
H (-0.695, 2.086, -6.898)
H (-5.144, -1.297, 7.350)
H (6.441, 6.897, 2.728)
H (1.825, 0.884, 0.410)
H (4.876, 4.314, 0.057)
H (-2.426, 0.498, 0.045)
H (0.893, -0.301, -0.490)
H (3.325, -2.817, 6.561)
H (6.991, 6.382, 1.128)
H (4.594, -2.257, -3.090)
H (-0.594, -0.282, 8.809)
H (-4.109, -3.228, 4.084)
H (-7.476, -1.698, -0.585)
H (6.169, 5.369, -0.202)

Atomic partial charges in e from the Löwdin method, atoms 1 to 6: -0.42, 0.03, 0.09, 0.05, -0.01, 0.01

2.
ORCA calculation (ωB97M-V/def2-TZVPD) on C15H35N4O6PPb as an isolated structure at a distorted geometry.

Output
max |F| = 4.0 eV Å⁻¹
highest occupied orbital energy (spin up / spin down) = -6.864 / -6.863 eV
multiplicity = 1
charge = 0

Geometry (Å):
Pb (0.874, 1.038, -0.603)
P (-1.547, -0.214, -0.894)
O (3.233, 0.201, -2.903)
O (0.761, -2.379, 0.887)
O (-0.285, 3.193, 0.461)
O (0.197, -0.872, 2.851)
O (3.015, 2.011, -1.086)
O (2.824, 2.616, 1.821)
N (2.501, -0.408, -2.045)
N (-0.325, 0.175, 2.298)
N (-0.962, 2.394, 1.198)
N (1.416, -1.639, -0.061)
C (2.670, -2.356, -3.527)
C (-0.413, 3.717, 3.223)
C (-1.425, -1.240, -2.444)
C (1.760, -2.435, -1.104)
C (-0.741, 2.450, 2.548)
C (-0.574, 0.992, 4.627)
C (3.761, 0.845, 2.392)
C (-2.526, 2.121, -2.079)
C (-2.221, -1.393, 0.324)
C (1.506, -3.898, -1.165)
C (2.317, -1.733, -2.224)
C (-2.906, 0.946, -1.178)
C (-2.702, -1.413, -3.236)
C (-3.685, -1.761, 0.155)
C (-0.643, 1.177, 3.168)
H (-3.403, 2.769, -2.208)
H (-2.204, 1.797, -3.078)
H (2.382, -4.394, -1.580)
H (-4.332, -0.882, 0.126)
H (0.540, -1.764, 1.690)
H (-1.582, -2.286, 0.289)
H (-0.768, 3.749, 4.252)
H (-3.988, -2.367, 1.013)
H (-1.733, 2.731, -1.623)
H (-1.088, 1.799, 5.156)
H (-3.861, -2.365, -0.738)
H (-1.024, -2.212, -2.111)
H (3.288, 2.864, 2.653)
H (1.307, -4.343, -0.193)
H (1.755, -2.519, -4.131)
H (0.466, 0.993, 4.979)
H (3.417, -1.720, -4.057)
H (-0.637, -0.776, -3.061)
H (2.509, 3.526, 1.548)
H (-2.448, -1.949, -4.149)
H (-3.203, 1.327, -0.189)
H (-3.149, -0.463, -3.526)
H (0.668, -4.161, -1.822)
H (3.471, 0.078, 1.628)
H (-0.811, 4.577, 2.675)
H (-2.035, -0.925, 1.303)
H (-1.053, 0.048, 4.907)
H (0.668, 3.851, 3.340)
H (3.402, 1.523, -1.870)
H (3.195, 0.804, 3.332)
H (3.795, 2.249, -0.527)
H (4.740, 1.299, 2.230)
H (-3.447, -2.008, -2.709)
H (-3.758, 0.384, -1.587)
H (3.040, -3.373, -3.363)

Atomic partial charges in e from the natural (NBO) method, atoms 1 to 6: 1.45, 0.78, -0.61, -0.62, -0.51, -0.49

3.
ORCA calculation (ωB97M-V/def2-TZVPD) on a 5-piece molecular cluster, C15H35N5O5 overall at a distorted geometry.

Output
max |F| = 1.7 eV Å⁻¹
highest occupied orbital energy = -8.466 eV
multiplicity = 1
energy above the lowest of the compared OMol25 structures with the same formula, charge and spin = 59.2 kcal/mol
charge = 0

Geometry (Å):
O (6.862, -10.235, 22.581)
O (6.320, -5.208, 23.660)
O (4.666, -10.339, 18.873)
O (9.715, -11.893, 23.547)
O (8.454, -8.048, 16.996)
N (3.073, -9.284, 20.129)
N (7.798, -8.721, 21.148)
N (7.626, -3.412, 24.149)
N (11.285, -12.395, 21.974)
N (9.023, -10.006, 15.998)
C (1.929, -8.402, 20.092)
C (8.072, -2.095, 23.746)
C (6.791, -4.128, 23.363)
C (10.358, -12.699, 22.914)
C (3.696, -9.474, 21.409)
C (8.944, -8.414, 20.339)
C (9.765, -10.470, 17.147)
C (6.959, -7.640, 21.574)
C (11.878, -13.420, 21.175)
C (7.789, -3.782, 25.537)
C (3.697, -9.626, 18.980)
C (8.665, -10.991, 14.998)
C (8.406, -8.801, 16.053)
C (7.707, -9.927, 21.774)
C (11.581, -11.028, 21.610)
H (9.434, -9.355, 20.071)
H (8.495, -10.630, 21.454)
H (12.661, -10.919, 21.507)
H (2.187, -7.409, 20.470)
H (3.221, -9.186, 18.082)
H (11.208, -10.370, 22.394)
H (6.512, -3.617, 22.427)
H (1.565, -8.309, 19.071)
H (6.181, -8.034, 22.223)
H (6.941, -3.416, 26.120)
H (9.109, -1.998, 24.077)
H (10.283, -13.775, 23.140)
H (8.184, -10.590, 14.110)
H (11.568, -13.400, 20.120)
H (7.837, -8.589, 15.131)
H (10.467, -11.237, 16.817)
H (8.111, -2.022, 22.661)
H (8.688, -7.904, 19.415)
H (6.443, -7.149, 20.746)
H (7.992, -11.743, 15.432)
H (8.726, -3.363, 25.902)
H (2.936, -9.820, 22.127)
H (10.330, -9.645, 17.574)
H (4.442, -10.262, 21.368)
H (7.856, -4.862, 25.636)
H (7.454, -6.892, 22.197)
H (11.602, -14.412, 21.527)
H (7.451, -1.293, 24.147)
H (9.108, -10.888, 17.916)
H (9.555, -11.537, 14.674)
H (1.114, -8.809, 20.694)
H (12.966, -13.298, 21.159)
H (11.080, -10.719, 20.687)
H (4.100, -8.594, 21.914)
H (9.720, -7.862, 20.887)

Atomic partial charges in e from the natural (NBO) method, atoms 1 to 6: -0.62, -0.62, -0.62, -0.60, -0.62, -0.43

4.
ORCA calculation (ωB97M-V/def2-TZVPD) on a 3-piece molecular cluster, C15H36B2NO9 overall at a distorted geometry.

Output
max |F| = 7.5 eV Å⁻¹
highest occupied orbital energy = -4.131 eV
multiplicity = 1
charge = -1

Geometry (Å):
O (1.519, -5.576, 2.347)
O (-1.999, 2.394, -3.935)
O (0.913, 1.140, 0.178)
O (3.418, 1.632, 1.830)
O (-4.040, 4.458, -7.619)
O (-1.422, -5.807, 1.938)
O (0.111, 2.778, -5.190)
O (1.179, 3.714, 1.659)
O (-0.047, -3.102, 1.519)
N (-3.199, 5.049, -5.299)
C (3.303, 2.744, 0.941)
C (0.662, 4.127, 2.909)
C (-2.497, -5.785, 2.858)
C (1.425, 0.255, 1.165)
C (2.628, -5.813, 1.499)
C (-0.345, -4.108, 0.550)
C (1.220, 0.764, -1.155)
C (2.213, 0.990, 2.248)
C (-3.687, 4.846, -6.474)
C (1.557, -4.322, 3.019)
C (0.260, -3.532, 2.845)
C (-1.594, -4.951, 0.813)
C (2.567, 3.971, 1.483)
C (-2.424, 3.031, -2.708)
C (-4.036, 3.053, -2.722)
B (-1.217, 3.280, -4.783)
B (-1.678, 4.760, -5.375)
H (2.891, 2.424, -0.015)
H (-3.011, -4.820, 2.879)
H (-0.063, 1.807, -5.313)
H (-1.771, -5.595, -0.057)
H (-2.129, 2.326, -1.834)
H (-0.151, 3.447, 3.178)
H (2.405, -3.712, 2.678)
H (1.300, 1.675, -1.753)
H (4.332, 3.051, 0.729)
H (-4.505, 3.731, -1.930)
H (-3.206, -6.580, 2.616)
H (0.528, -4.733, 0.372)
H (0.365, -2.610, 3.427)
H (-4.365, 1.950, -2.580)
H (-2.090, -5.971, 3.855)
H (-0.512, -3.564, -0.385)
H (0.409, 0.150, -1.558)
H (3.037, -4.890, 1.075)
H (-0.592, -4.051, 3.282)
H (-1.366, 4.868, -6.534)
H (0.259, 5.139, 2.826)
H (0.565, -0.242, 1.631)
H (1.585, 1.686, 2.803)
H (1.700, -4.531, 4.086)
H (-1.137, 5.643, -4.755)
H (1.411, 4.089, 3.707)
H (-1.939, 4.041, -2.492)
H (2.291, -6.442, 0.672)
H (2.528, 0.239, 2.982)
H (-2.456, -4.292, 0.934)
H (3.041, 4.293, 2.414)
H (3.407, -6.348, 2.052)
H (2.059, -0.522, 0.715)
H (-4.437, 3.342, -3.767)
H (2.655, 4.782, 0.752)
H (2.171, 0.226, -1.230)

Atomic partial charges in e from the natural (NBO) method, atoms 1 to 6: -0.55, -0.79, -0.55, -0.55, -0.63, -0.55

Look up the max |F| of the first one. 10.1 eV Å⁻¹